{"formula": "C21H23Cl2N3O", "method": "ωB97M-V/def2-TZVPD", "species": ["C", "C", "C", "C", "N", "C", "C", "C", "Cl", "C", "Cl", "C", "C", "C", "C", "C", "C", "N", "C", "C", "C", "C", "C", "C", "C", "O", "N", "H", "H", "H", "H", "H", "H", "H", "H", "H", "H", "H", "H", "H", "H", "H", "H", "H", "H", "H", "H", "H", "H", "H"], "coordinates": [[-2.349926, -0.946396, 1.569124], [-0.887005, -0.739693, 0.948217], [-0.227026, -2.030604, 0.475065], [0.140480, -0.195496, 1.951386], [0.401749, -0.465882, 3.322605], [1.507124, 0.191528, 3.773711], [2.306552, 0.251326, 4.956009], [3.394232, 1.130599, 5.015340], [4.123643, 1.319416, 6.617790], [3.736986, 1.974509, 3.964335], [5.086128, 3.095016, 3.963408], [3.037040, 1.886539, 2.765821], [1.921404, 1.016202, 2.694755], [1.139070, 0.654634, 1.550512], [1.444961, 1.129384, 0.129770], [0.349682, 0.778737, -0.889199], [0.772696, -0.163144, -1.992596], [-0.404272, -0.490783, -2.745616], [-0.304168, -1.599766, -3.728670], [-1.880036, -1.564072, -4.233964], [-2.596415, -0.336491, -3.631658], [-1.612986, 0.406472, -2.709333], [-2.130038, 0.061593, -1.288939], [-1.034015, 0.380604, -0.180130], [-1.125258, 1.877776, -2.499003], [-1.432923, 2.843874, -3.151777], [0.019448, 1.953917, -1.785147], [-2.919919, -1.478733, 0.781606], [-2.354223, -1.587456, 2.419883], [-2.813837, -0.003830, 1.916530], [0.839292, -2.032400, 0.377124], [-0.421827, -2.825288, 1.160211], [-0.636637, -2.377585, -0.463431], [-0.070750, -1.272710, 3.831832], [2.130797, -0.450965, 5.724385], [3.212545, 2.436438, 1.824458], [2.406536, 0.755816, -0.199864], [1.483228, 2.195975, 0.139235], [1.544458, 0.290411, -2.622652], [1.177422, -1.159632, -1.585007], [-0.181337, -2.588976, -3.197798], [0.340862, -1.534863, -4.647847], [-2.407224, -2.495429, -3.839648], [-1.895905, -1.540496, -5.363728], [-2.929706, 0.269816, -4.439371], [-3.390378, -0.774831, -3.162993], [-2.470079, -1.032526, -1.261749], [-3.005724, 0.633804, -0.951822], [-1.426532, 1.248470, 0.303146], [0.391809, 2.905191, -1.604315]], "atomic_forces_ev_per_a": [[1.2026, 0.1389, -1.3652], [-0.2156, 1.0195, 1.0424], [-1.1517, -0.5603, -0.6214], [1.2874, 1.1923, 0.1903], [-2.4069, -2.8613, 0.6944], [1.6738, 1.7001, -0.1024], [-0.5723, 0.0509, -1.8144], [-0.8709, -0.1738, 1.2223], [0.0323, -0.1561, -0.8484], [0.2441, 0.4998, -1.5955], [-0.3146, -0.3784, 0.4897], [-1.2840, -0.7682, -0.1905], [1.0550, -0.2482, -0.1862], [-0.3548, 0.4311, -0.6848], [-1.3068, -0.5120, 0.5477], [-1.0545, 0.8939, -0.2992], [0.1031, -2.6816, 0.7524], [1.0987, -0.6525, -1.4579], [-3.7289, 0.5861, 0.1306], [1.5106, -1.3240, -0.3725], [2.7809, 1.1992, -2.3088], [0.7686, -2.5486, 3.2002], [-0.1262, -0.9505, 1.8886], [0.8492, -1.6962, -1.0213], [1.1424, -0.1049, -3.3251], [-1.7052, 0.7509, -0.3784], [0.2721, -0.1509, 2.6418], [-0.1043, 0.6077, 0.5502], [0.3096, -0.6850, 0.7256], [0.2310, -0.3416, -0.6428], [0.5875, 0.6084, -0.0677], [-0.3097, -0.5995, 0.7951], [-0.2237, -0.0153, -0.4963], [0.9779, 1.8123, -0.9711], [-0.1433, -0.2962, 1.0610], [0.5396, -0.0355, 0.9963], [0.2868, -0.1147, -0.0654], [0.3695, 0.9553, 0.1198], [0.2611, 0.1672, 0.2537], [-0.2583, 1.3366, -0.4497], [0.3942, 1.0464, -0.5292], [-0.0925, 0.3638, 1.1544], [0.7809, 1.0556, -0.8492], [-0.1516, -0.2458, 1.2789], [-0.4684, 0.6969, -0.5581], [-2.2584, -0.1397, 1.7186], [0.7721, 1.3960, -0.1264], [-0.1101, 0.0042, -0.5615], [0.2645, 0.7692, 0.5921], [-0.5825, -1.0414, -0.1566]], "relative_energy_kj_mol": 305.7, "total_charge": 0, "largest_force_ev_per_a": 4.2, "smiles": "CC1(C)c2[nH]c3cc(Cl)c(Cl)cc3c2C[C@@]23CN4CCC[C@]4(C[C@@H]12)C(=O)N3", "e_homo_ev": -8.1, "e_lumo_ha": 0.0145}

***

{"formula": "C21H23ClN2O4S", "method": "ωB97M-V/def2-TZVPD", "species": ["C", "S", "C", "C", "C", "N", "C", "O", "C", "C", "C", "C", "C", "C", "C", "O", "O", "C", "C", "O", "N", "C", "C", "C", "C", "C", "C", "Cl", "C", "H", "H", "H", "H", "H", "H", "H", "H", "H", "H", "H", "H", "H", "H", "H", "H", "H", "H", "H", "H", "H", "H", "H"], "coordinates": [[2.851310, -2.398603, 3.926765], [1.311003, -1.895629, 4.744942], [1.593363, -0.106119, 4.938717], [1.722010, 0.657090, 3.629711], [0.448915, 0.622656, 2.783570], [0.617741, 1.497536, 1.635729], [-0.124140, 1.300591, 0.520838], [-0.973832, 0.426510, 0.494049], [0.153346, 2.166985, -0.651055], [-0.867871, 2.316304, -1.586751], [-0.666128, 3.070931, -2.725717], [0.563756, 3.666914, -2.951570], [1.590573, 3.503618, -2.036336], [1.390104, 2.759608, -0.887509], [0.209025, -0.787656, 2.230515], [1.032794, -1.344966, 1.535575], [-0.937145, -1.302108, 2.627940], [-1.296328, -2.599377, 2.153161], [-1.916621, -2.525123, 0.740603], [-3.087920, -2.751102, 0.549842], [-0.994380, -2.218599, -0.203738], [-1.223226, -1.690480, -1.473348], [-2.461831, -1.709563, -2.104095], [-2.609107, -1.110916, -3.341461], [-1.554080, -0.483059, -3.991321], [-1.723417, 0.166851, -5.328282], [-0.322331, -0.485691, -3.343180], [1.037165, 0.294821, -4.081224], [-0.144524, -1.081618, -2.111816], [2.808695, -2.132923, 2.873507], [3.694575, -1.927268, 4.422598], [2.915591, -3.476652, 4.030936], [0.734947, 0.245522, 5.510502], [2.495912, 0.019117, 5.538860], [2.541060, 0.246062, 3.034293], [1.959303, 1.698958, 3.866026], [-0.430147, 0.915750, 3.372890], [1.279145, 2.253449, 1.699411], [-1.810311, 1.823191, -1.402263], [-1.465929, 3.187338, -3.441578], [0.728791, 4.247551, -3.846923], [2.555578, 3.951181, -2.223152], [2.212217, 2.615975, -0.200627], [-0.413918, -3.249242, 2.152553], [-2.045317, -2.968888, 2.854220], [-0.049670, -2.056286, 0.135894], [-3.301533, -2.171934, -1.613282], [-3.577968, -1.125515, -3.818757], [-1.116311, -0.344151, -6.075202], [-1.391563, 1.203546, -5.291702], [-2.763304, 0.136715, -5.641703], [0.821932, -1.051303, -1.631052]], "atomic_forces_ev_per_a": [[-0.4355, 0.2750, 0.1064], [0.2657, -0.0380, 0.2832], [0.0846, -0.4287, -0.1546], [-0.1806, -0.0750, 0.0256], [-0.0824, -0.0709, -0.1447], [0.2004, 0.0448, 0.3207], [0.0216, 0.1534, 0.0287], [-0.2120, 0.3184, -0.0322], [-0.0022, 0.1097, -0.3789], [0.0311, -0.0364, 0.1604], [-0.0362, 0.0418, 0.0084], [0.0446, 0.0367, 0.0246], [0.0739, 0.1180, -0.0629], [-0.1345, -0.0762, 0.0877], [0.3812, 0.0301, 0.1471], [-0.0454, 0.0070, 0.0049], [-0.3465, 0.1403, 0.0839], [-0.0740, -0.3328, -0.1203], [0.4524, -0.1363, 0.5452], [-0.3624, 0.0363, -0.0205], [0.4697, -0.1214, -0.1888], [-0.1884, 0.0528, -0.4188], [-0.0978, -0.0948, 0.1829], [0.2164, 0.0988, -0.0173], [0.0082, 0.0670, -0.0541], [0.0281, -0.0413, 0.0230], [-0.2097, -0.2253, 0.1686], [0.2211, 0.0270, -0.1008], [-0.1163, -0.0712, 0.0013], [0.1186, -0.0257, -0.0349], [0.1634, -0.0394, 0.0163], [0.0682, -0.0846, 0.0072], [0.0292, 0.0590, 0.0851], [-0.0738, 0.1058, 0.0440], [-0.0060, 0.0899, -0.0215], [0.0170, 0.0240, -0.0668], [0.1352, -0.0550, -0.0693], [-0.0665, -0.0548, -0.0803], [-0.0864, -0.0676, 0.0025], [-0.0739, 0.0046, -0.0676], [0.0134, 0.0438, -0.0766], [0.0734, 0.0261, -0.0143], [0.0751, -0.0247, 0.0541], [-0.1083, 0.0719, 0.0446], [0.1004, 0.0397, -0.2054], [-0.2901, -0.0531, 0.1211], [-0.0222, -0.0370, 0.0068], [-0.1013, -0.0013, -0.0595], [0.0126, 0.0444, -0.1161], [-0.0036, 0.0830, -0.0883], [-0.0697, 0.0047, -0.0369], [0.1203, 0.0373, 0.0471]], "relative_energy_kj_mol": 22.4, "total_charge": 0, "largest_force_ev_per_a": 0.7, "smiles": "CSCC[C@@H](NC(=O)c1ccccc1)C(=O)OCC(=O)Nc1ccc(C)c(Cl)c1", "e_homo_ev": -8.1, "e_lumo_ha": 0.0175}